Molecular formula: C43H55IrNO7PS2
Method: DFT, the ωB97M-V functional and the def2-TZVPD basis

Positions of all 110 atoms, in Å:
Ir -1.368 0.249 0.190
O -3.874 6.100 3.193
C -3.652 5.066 3.846
O -3.717 4.867 5.077
C -3.059 3.887 3.036
C -2.812 2.661 3.631
C -2.295 1.618 2.890
N -1.978 1.693 1.590
C -2.174 2.912 1.018
C -2.722 3.986 1.693
C -1.704 3.072 -0.413
O -1.649 4.189 -0.914
O -1.355 1.976 -0.976
H -3.038 2.531 4.681
H -2.156 0.667 3.353
H -2.863 4.915 1.160
C 3.003 4.829 1.679
C 1.648 4.388 1.115
C 0.515 5.166 1.781
C 1.502 2.883 1.227
C 1.612 2.239 2.448
C 1.636 0.850 2.542
C 1.983 0.268 3.905
C 1.224 0.933 5.062
C 3.488 0.407 4.169
C 1.482 0.064 1.389
C 1.436 0.699 0.125
C 1.426 2.099 0.090
C 2.021 0.073 -1.158
C 3.384 -2.181 -1.900
C 1.858 0.938 -2.408
C 1.572 -1.434 1.500
C 2.859 -1.939 1.669
C 3.116 -3.299 1.768
C 2.058 -4.189 1.702
C 0.768 -3.703 1.548
C 0.477 -2.343 1.441
P -1.282 -1.763 1.168
C -2.140 -3.120 0.104
C -3.389 -2.438 -0.487
C -2.655 -4.406 0.770
C -1.228 -3.558 -1.046
C -1.927 -2.117 2.945
C -3.380 -1.629 3.031
C -1.895 -3.543 3.529
C -0.955 -1.357 3.856
H 3.178 5.887 1.469
H 3.821 4.248 1.249
H 3.034 4.699 2.764
H 1.637 4.628 0.048
H 0.356 4.836 2.810
H -0.413 5.041 1.232
H 0.751 6.233 1.804
H 1.732 2.829 3.349
H 1.754 -0.797 3.902
H 1.692 1.879 5.342
H 1.239 0.290 5.945
H 0.189 1.150 4.810
H 3.780 1.458 4.130
H 4.081 -0.133 3.431
H 3.740 0.020 5.161
H 1.361 2.600 -0.864
H 3.090 0.030 -0.922
H 3.358 -3.212 -2.256
H 3.979 -2.144 -0.987
H 3.856 -1.562 -2.667
H 0.816 1.202 -2.574
H 2.203 0.378 -3.278
H 2.453 1.852 -2.340
H 3.683 -1.235 1.691
H 4.133 -3.655 1.880
H 2.228 -5.257 1.769
H -0.036 -4.419 1.488
H -4.076 -2.124 0.300
H -3.912 -3.159 -1.126
H -3.147 -1.550 -1.068
H -3.507 -4.212 1.422
H -1.910 -4.967 1.331
H -3.014 -5.057 -0.034
H -0.793 -2.712 -1.558
H -1.826 -4.123 -1.770
H -0.419 -4.202 -0.701
H -4.043 -2.365 2.573
H -3.545 -0.684 2.517
H -3.680 -1.521 4.079
H -2.701 -4.182 3.181
H -2.010 -3.449 4.614
H -0.941 -4.039 3.354
H -0.522 -0.483 3.375
H -0.129 -2.017 4.122
H -1.449 -1.052 4.784
S 1.676 -1.673 -1.601
C -2.443 -5.764 -5.561
C -2.315 -4.387 -4.966
C -1.071 -3.768 -4.864
C -0.941 -2.516 -4.286
C -2.062 -1.867 -3.789
C -3.307 -2.459 -3.897
C -3.430 -3.711 -4.484
S -1.893 -0.267 -3.002
O -3.242 0.162 -2.728
O -1.117 0.518 -3.932
O -1.125 -0.620 -1.764
H -1.684 -5.936 -6.325
H -3.423 -5.908 -6.017
H -2.319 -6.536 -4.796
H -0.190 -4.277 -5.241
H 0.026 -2.044 -4.192
H -4.167 -1.930 -3.509
H -4.409 -4.172 -4.563

For the energy above the lowest of the compared OMol25 structures with the same formula, charge and spin, the calculation gives 0.0 kcal/mol. The value obtained for the HOMO energy is -1.57 eV. As for the net charge: -2. The calculation puts the total energy at -95109.2044 eV.

---

Molecular formula: C8H10N4S2
Method: DFT, the ωB97M-V functional and the def2-TZVPD basis

Positions of all 24 atoms, in Å:
C -0.432 1.779 2.133
N -1.239 0.788 1.441
C -2.437 1.017 0.811
C -2.745 -0.134 0.160
N -1.757 -1.063 0.319
C -0.879 -0.475 1.098
S 0.610 -1.251 1.616
S 2.061 -0.150 0.529
C 1.147 0.339 -0.883
N 0.775 1.577 -1.109
C 0.084 1.541 -2.281
C 0.024 0.231 -2.757
N 0.712 -0.519 -1.851
C 0.800 -1.975 -1.843
H 0.221 2.279 1.449
H -1.099 2.512 2.627
H 0.130 1.273 2.900
H -2.935 1.976 0.905
H -3.619 -0.359 -0.472
H -0.315 2.430 -2.727
H -0.437 -0.170 -3.627
H -0.029 -2.367 -1.303
H 0.770 -2.326 -2.868
H 1.767 -2.264 -1.420

For the energy above the lowest of the compared OMol25 structures with the same formula, charge and spin, the calculation gives 1.0 kcal/mol. The value obtained for the HOMO energy is -8.34 eV. As for the net charge: 0. Its SMILES is Cn1ccnc1SSc1nccn1C. The calculation puts the total energy at -36089.1862 eV.

---

Molecular formula: C47H53CrN10O2P
Method: DFT, the ωB97M-V functional and the def2-TZVPD basis

Positions of all 114 atoms, in Å:
Cr -0.578 0.088 -0.525
O -4.317 -1.653 -0.091
C -3.174 -1.215 0.007
N -2.494 -0.426 -0.831
C -3.102 0.169 -1.946
C -4.463 0.203 -2.260
C -4.881 0.946 -3.355
C -3.968 1.649 -4.130
C -2.615 1.601 -3.833
C -2.185 0.848 -2.748
N -0.844 0.738 -2.304
C 0.162 0.843 -3.231
O 0.045 0.761 -4.437
C 1.481 1.150 -2.605
C 2.568 1.446 -3.411
C 3.729 1.890 -2.804
C 3.740 2.021 -1.425
C 2.620 1.642 -0.705
N 1.499 1.196 -1.272
C -2.382 -1.507 1.248
C -2.954 -2.278 2.248
C -2.268 -2.453 3.434
C -1.038 -1.828 3.578
C -0.532 -1.089 2.525
N -1.171 -0.938 1.358
H -5.171 -0.336 -1.652
H -5.935 0.977 -3.598
H -4.307 2.236 -4.973
H -1.903 2.140 -4.440
H 2.463 1.348 -4.482
H 4.600 2.145 -3.394
H 4.612 2.388 -0.902
H 2.630 1.676 0.369
H -3.934 -2.694 2.060
H -2.691 -3.040 4.239
H -0.467 -1.902 4.494
H 0.410 -0.585 2.611
C -0.254 -5.288 -1.425
N -0.104 -4.023 -0.723
C 0.612 -4.100 0.532
C -0.396 -2.838 -1.303
N 0.316 -1.733 -1.028
C 1.734 -1.926 -1.077
C 2.258 -2.601 -2.183
C 3.618 -2.764 -2.370
C 4.495 -2.204 -1.454
C 3.994 -1.533 -0.354
C 2.619 -1.421 -0.109
N 2.110 -0.720 1.001
C 2.749 -0.703 2.140
N 2.484 0.291 3.053
C 1.970 1.583 2.624
C 2.314 -0.013 4.468
N 3.624 -1.653 2.608
C 3.558 -3.042 2.215
C 4.799 -1.297 3.385
N -1.444 -2.806 -2.150
C -2.634 -3.621 -1.965
C -1.347 -2.149 -3.447
H 0.697 -5.822 -1.385
H -0.501 -5.113 -2.468
H -1.026 -5.915 -0.974
H 1.675 -4.296 0.367
H 0.191 -4.909 1.132
H 0.497 -3.161 1.070
H 1.569 -2.972 -2.935
H 3.987 -3.285 -3.244
H 5.565 -2.275 -1.601
H 4.681 -1.075 0.346
H 2.776 2.224 2.261
H 1.520 2.082 3.479
H 1.212 1.483 1.849
H 1.262 0.088 4.754
H 2.900 0.670 5.086
H 2.637 -1.029 4.678
H 2.571 -3.264 1.822
H 3.733 -3.661 3.098
H 4.300 -3.299 1.454
H 4.850 -0.221 3.523
H 5.698 -1.626 2.856
H 4.789 -1.780 4.366
H -2.659 -4.027 -0.956
H -2.688 -4.440 -2.687
H -3.509 -2.982 -2.094
H -0.466 -1.524 -3.490
H -2.227 -1.537 -3.636
H -1.277 -2.911 -4.230
C -3.424 1.850 0.949
P -1.687 2.169 0.480
C -1.096 2.963 2.018
C -0.436 4.187 2.033
C -0.004 4.733 3.236
C -0.232 4.066 4.430
C -0.891 2.843 4.422
C -1.311 2.291 3.223
C -1.785 3.523 -0.724
C -0.638 3.858 -1.443
C -0.666 4.889 -2.368
C -1.845 5.587 -2.592
C -2.989 5.260 -1.879
C -2.960 4.236 -0.943
H -3.817 2.693 1.517
H -3.483 0.959 1.572
H -4.028 1.684 0.059
H -0.269 4.726 1.109
H 0.500 5.691 3.238
H 0.092 4.502 5.366
H -1.083 2.322 5.353
H -1.822 1.334 3.230
H 0.274 3.300 -1.280
H 0.230 5.141 -2.921
H -1.873 6.384 -3.323
H -3.910 5.801 -2.054
H -3.865 3.992 -0.403

For the energy above the lowest of the compared OMol25 structures with the same formula, charge and spin, the calculation gives 0.0 kcal/mol. The value obtained for the HOMO energy (spin up / spin down) is -9.62 / -9.60 eV. As for the net charge: +1. The calculation puts the total energy at -106303.0009 eV. The expectation value of S² is 0.771. As for the multiplicity: 2.

---

Molecular formula: C26H20N2O7P2S2Sc
Method: DFT, the ωB97M-V functional and the def2-TZVPD basis

Positions of all 60 atoms, in Å:
Sc -0.482 1.235 -0.321
C 1.830 2.544 -0.753
C 1.521 3.164 0.459
C 0.716 4.297 0.471
C 0.211 4.799 -0.719
C 0.493 4.166 -1.923
C 1.306 3.043 -1.945
H 2.550 1.735 -0.769
H 1.953 2.794 1.381
H 0.470 4.774 1.411
H -0.424 5.674 -0.706
H 0.074 4.544 -2.846
H 1.568 2.582 -2.888
S -3.247 0.245 4.700
C -3.866 -0.320 6.178
C -3.416 -1.570 6.472
C -2.502 -2.052 5.494
C -2.284 -1.155 4.490
C -1.394 -1.304 3.322
C -1.209 -0.228 2.435
N -0.442 -0.293 1.364
C 0.192 -1.453 1.075
C 0.099 -2.567 1.894
C 0.855 -3.754 1.565
C 1.631 -3.792 0.466
C 1.685 -2.667 -0.439
C 2.409 -2.686 -1.639
C 2.362 -1.626 -2.514
C 1.564 -0.536 -2.134
N 0.890 -0.479 -1.001
C 0.943 -1.529 -0.151
C 3.094 -1.624 -3.796
C 3.812 -2.646 -4.342
C 4.377 -2.314 -5.605
C 4.072 -1.044 -5.984
S 3.143 -0.241 -4.804
C -0.718 -2.466 3.035
H -4.555 0.290 6.740
H -3.708 -2.119 7.355
H -2.016 -3.016 5.559
H -1.699 0.724 2.600
H 0.795 -4.609 2.226
H 2.206 -4.678 0.227
H 3.001 -3.563 -1.874
H 1.448 0.315 -2.795
H 3.925 -3.618 -3.881
H 4.966 -2.992 -6.204
H 4.354 -0.533 -6.891
H -0.815 -3.330 3.682
O -2.237 -0.404 -0.921
P -2.788 0.830 -1.841
O -3.616 0.448 -2.965
O -1.400 1.509 -1.998
O -3.568 1.688 -0.725
P -3.077 2.791 0.365
O -2.807 4.082 -0.522
O -4.053 2.962 1.428
O -1.635 2.308 0.758
H -2.978 -0.998 -0.727
H -3.580 4.662 -0.531

For the energy above the lowest of the compared OMol25 structures with the same formula, charge and spin, the calculation gives 18.7 kcal/mol. The value obtained for the HOMO energy is -10.97 eV. As for the net charge: +1. The calculation puts the total energy at -105555.1367 eV.

---

Molecular formula: C12H19CoF4N4
Method: DFT, the ωB97M-V functional and the def2-TZVPD basis

Positions of all 40 atoms, in Å:
Co 0.202 -0.251 0.973
C 0.481 -2.891 1.519
C 0.083 -2.681 0.059
N 0.838 -1.542 -0.533
C 2.317 -1.779 -0.559
C 2.745 -3.031 -1.309
C 0.306 -1.150 -1.867
C -0.735 -0.008 -1.805
N -0.475 0.776 -0.605
C -0.633 2.089 -0.485
C 0.001 2.681 0.641
F 0.735 1.833 1.427
C -0.041 4.008 0.905
F 0.589 4.502 1.953
C -0.757 4.847 0.043
C -1.403 4.315 -1.064
F -2.091 5.100 -1.867
C -1.349 2.968 -1.343
F -2.003 2.476 -2.377
H -0.286 -3.441 2.062
H 0.639 -1.931 2.062
H 1.426 -3.420 1.622
H -0.983 -2.449 -0.032
H 0.241 -3.603 -0.502
H 2.677 -1.818 0.471
H 2.763 -0.894 -1.014
H 2.503 -3.945 -0.765
H 3.826 -3.011 -1.444
H 2.291 -3.083 -2.301
H -0.127 -2.013 -2.371
H 1.148 -0.818 -2.469
H -1.759 -0.390 -1.789
H -0.643 0.593 -2.704
H -0.803 5.911 0.240
N -1.873 1.133 2.542
N -1.609 -0.231 2.117
H -1.346 1.299 3.392
H -2.856 1.221 2.779
H -2.369 -0.494 1.495
H -1.670 -0.880 2.901

For the energy above the lowest of the compared OMol25 structures with the same formula, charge and spin, the calculation gives 0.0 kcal/mol. The value obtained for the HOMO energy (spin up / spin down) is -15.64 / -16.06 eV. As for the net charge: +2. The calculation puts the total energy at -67191.5612 eV. The expectation value of S² is 6.049. As for the multiplicity: 5.

---

Molecular formula: C15H20N2O3S
Method: DFT, the ωB97M-V functional and the def2-TZVPD basis

Positions of all 41 atoms, in Å:
C -4.749 -2.605 0.713
C -3.190 -2.323 0.952
H -2.532 -2.971 0.458
H -3.131 -2.377 2.017
O -3.020 -1.203 0.305
C -1.847 -0.624 0.657
C -0.836 -1.317 1.405
C 0.486 -0.583 1.200
C 0.670 0.677 0.683
C -0.293 1.292 0.165
C -1.639 0.957 0.085
O -2.766 1.423 -0.620
C -2.516 2.447 -1.168
C -3.872 3.107 -1.587
H -4.197 2.298 -2.526
H -3.915 3.986 -1.923
H -4.607 2.837 -0.786
H -1.813 2.586 -1.766
H -2.133 3.442 -0.333
H -0.169 2.374 -0.092
C 1.973 1.339 0.862
O 2.002 2.564 1.554
N 3.144 0.736 0.702
C 3.298 -0.371 -0.077
N 4.575 -0.564 -0.692
C 5.503 0.144 0.345
H 5.961 -0.677 1.086
H 6.199 0.756 -0.324
C 4.388 1.100 1.129
H 4.625 2.113 0.702
H 4.564 1.278 2.055
S 2.037 -1.215 -1.246
C 3.111 -2.186 -2.197
H 2.363 -2.901 -2.867
H 3.692 -1.656 -2.809
H 3.717 -2.698 -1.576
H 1.331 -1.117 1.661
H -0.897 -2.145 1.940
H -5.092 -3.546 1.013
H -5.067 -2.441 -0.352
H -5.359 -1.935 1.251

For the energy above the lowest of the compared OMol25 structures with the same formula, charge and spin, the calculation gives 330.7 kcal/mol. The value obtained for the HOMO energy is -8.26 eV. As for the net charge: 0. The calculation puts the total energy at -35824.6775 eV.